No. 1
{"formula": "C2F6NO8ReS3SbSe4", "method": "ωB97M-V/def2-TZVPD", "species": ["Re", "F", "C", "F", "F", "S", "O", "O", "N", "S", "O", "O", "C", "F", "F", "F", "O", "S", "O", "O", "O", "Se", "Sb", "Se", "Se", "Se"], "positions_angstrom": [[-0.236862, 0.069481, -0.204944], [-2.461209, 0.568842, 3.742260], [-1.575319, -0.292073, 3.292765], [-1.054477, -0.999593, 4.267730], [-2.114817, -1.082526, 2.375810], [-0.214553, 0.720671, 2.510465], [-0.853473, 1.352403, 1.295754], [0.377011, 1.530194, 3.498047], [0.698756, -0.407322, 1.760019], [2.186943, 0.189657, 1.320253], [1.765326, 1.162520, 0.311149], [3.066833, 0.591713, 2.346611], [2.964707, -1.369297, 0.574541], [3.567940, -1.970393, 1.574458], [3.828345, -0.956982, -0.323694], [2.076957, -2.183204, 0.042013], [1.624659, 1.732610, -3.012496], [0.588553, 0.864946, -2.625440], [-0.356349, 1.484654, -1.474148], [1.054448, -0.292617, -1.691021], [-0.317835, 0.355808, -3.629999], [-2.114703, -2.013553, -5.051244], [-2.688475, -0.273589, -3.648978], [-1.796417, -1.367256, -1.023171], [-4.861410, 0.481647, -2.734136], [-3.154578, 2.103261, -3.492603]], "forces_ev_per_a": [[-0.720, -0.518, -0.908], [0.000, -0.051, -0.010], [0.060, -0.037, 0.046], [-0.032, 0.041, -0.068], [0.022, 0.035, 0.069], [-0.147, -0.292, 0.088], [-0.329, -0.045, 0.263], [-0.032, 0.148, -0.078], [-0.319, -0.151, -0.367], [0.452, -0.227, 0.297], [0.206, -0.005, -0.257], [-0.163, 0.060, 0.079], [0.014, 0.082, 0.104], [0.060, -0.024, 0.013], [0.012, 0.030, -0.062], [-0.106, 0.030, -0.054], [-0.081, -0.082, -0.138], [0.361, 0.253, 0.862], [0.086, 0.164, -0.368], [-0.099, -0.060, -0.317], [0.026, -0.019, -0.280], [-0.107, -0.150, -0.050], [0.037, 0.045, -0.438], [0.900, 0.749, 1.405], [-0.083, -0.044, 0.129], [-0.017, 0.067, 0.042]], "mulliken_charge": [0.942, -0.170, 0.782, -0.173, -0.206, 1.087, -0.548, -0.457, -0.610, 1.145, -0.447, -0.477, 0.848, -0.187, -0.193, -0.185, -0.466, 1.060, -0.392, -0.396, -0.523, -0.277, 1.244, -0.103, -0.184, -0.110], "charge": 1, "e_above_lowest_kj_mol": 0.00, "lumo_energy_ev": -6.9}

***

No. 2
{"formula": "C41H60BCrN12OS5", "method": "ωB97M-V/def2-TZVPD", "species": ["Cr", "C", "C", "C", "C", "N", "C", "C", "N", "B", "N", "C", "C", "N", "C", "S", "C", "C", "C", "C", "N", "C", "C", "N", "C", "S", "C", "C", "C", "C", "C", "S", "H", "H", "H", "H", "H", "H", "H", "H", "H", "H", "H", "H", "H", "H", "H", "H", "H", "H", "H", "H", "H", "H", "H", "H", "H", "H", "H", "H", "H", "H", "H", "H", "H", "H", "N", "C", "C", "C", "C", "C", "C", "S", "N", "C", "C", "C", "C", "C", "C", "N", "H", "H", "H", "H", "H", "H", "H", "H", "H", "O", "C", "C", "C", "C", "C", "C", "N", "H", "H", "H", "H", "H", "H", "H", "H", "H", "H", "H", "C", "N", "C", "N", "S", "H", "H", "H", "H", "H", "H"], "positions_angstrom": [[-0.227444, -0.741867, -1.395305], [3.800146, 2.868207, 3.557215], [2.807279, 3.337968, 2.492125], [2.206567, 4.699577, 2.837165], [3.536189, 3.448172, 1.159248], [1.665747, 2.353723, 2.482065], [0.991856, 2.107510, 3.663894], [-0.010094, 1.257635, 3.392575], [0.026099, 0.967833, 2.042962], [-1.028919, 0.028200, 1.395031], [-1.558789, -0.953245, 2.458652], [-2.791736, -0.875149, 3.084850], [-2.906209, -1.938071, 3.897660], [-1.743615, -2.684408, 3.780661], [-0.922678, -2.074190, 2.879684], [0.657900, -2.496139, 2.393160], [-1.512824, -3.985442, 4.477187], [-2.693502, -4.290160, 5.397137], [-1.411413, -5.086750, 3.425572], [-0.247845, -3.895390, 5.329170], [-2.183871, 0.913452, 0.894666], [-2.697482, 1.983730, 1.601947], [-3.664473, 2.545165, 0.857931], [-3.729572, 1.843030, -0.332119], [-2.835926, 0.832828, -0.273934], [-2.607021, -0.430611, -1.424771], [-4.635458, 2.186298, -1.471796], [-5.399286, 3.460296, -1.120914], [-3.780873, 2.461958, -2.709080], [-5.633393, 1.052223, -1.694004], [1.058373, 1.640254, 1.510341], [1.662301, 1.548876, -0.130041], [4.683254, 3.504554, 3.520918], [4.108916, 1.838379, 3.371340], [3.391256, 2.931054, 4.564849], [3.002250, 5.443800, 2.875456], [1.705441, 4.687072, 3.805431], [1.479555, 4.988899, 2.077728], [4.397087, 4.096994, 1.319477], [2.913365, 3.900676, 0.389864], [3.914976, 2.484386, 0.814969], [1.272113, 2.570702, 4.589909], [-0.761306, 0.845966, 4.041780], [-0.520135, -0.643383, 0.516009], [-3.482659, -0.073292, 2.906210], [-3.712349, -2.211515, 4.548279], [-3.627738, -4.404946, 4.846526], [-2.818254, -3.527193, 6.166525], [-2.489000, -5.234917, 5.898372], [-2.313325, -5.113427, 2.811119], [-1.295744, -6.053428, 3.917015], [-0.551287, -4.910243, 2.783834], [-0.334106, -3.080337, 6.049496], [0.635040, -3.726716, 4.718500], [-0.126132, -4.828045, 5.881150], [-2.294736, 2.300041, 2.546749], [-4.233939, 3.433124, 1.045426], [-4.724433, 4.298033, -0.941159], [-6.047830, 3.323411, -0.254600], [-6.032467, 3.714183, -1.969646], [-3.040454, 3.232716, -2.483257], [-4.426741, 2.819669, -3.511945], [-3.264828, 1.568061, -3.052780], [-6.225039, 0.885678, -0.792177], [-5.137878, 0.123035, -1.965143], [-6.311211, 1.327530, -2.502482], [1.023836, 3.059399, -2.471711], [1.274872, 4.337351, -1.889920], [2.210648, 5.094581, -2.607720], [2.626770, 6.331355, -2.171901], [2.094503, 6.831633, -0.982058], [1.145941, 6.104125, -0.299823], [0.675774, 4.841794, -0.729840], [-0.684977, 4.107070, 0.049799], [0.315414, 1.196922, -1.088413], [0.323864, 1.919603, -2.246610], [-0.163490, 1.236815, -3.409952], [-0.516473, 1.898508, -4.601460], [-0.802710, 1.168254, -5.723501], [-0.768266, -0.233850, -5.656535], [-0.503634, -0.824220, -4.446386], [-0.201389, -0.128303, -3.336131], [1.411191, 3.053994, -3.404640], [2.629997, 4.689119, -3.525126], [3.350039, 6.894807, -2.744927], [2.401623, 7.801179, -0.611433], [0.688274, 6.506795, 0.595296], [-0.587121, 2.978276, -4.609391], [-1.070088, 1.667024, -6.645398], [-0.964701, -0.847695, -6.523066], [-0.528252, -1.900665, -4.339092], [1.702773, -1.273296, -1.231896], [2.799964, -1.335908, -1.792611], [2.987342, -1.261722, -3.270402], [2.827225, -2.741875, -3.715325], [3.662725, -3.782902, -2.939940], [3.212549, -4.051213, -1.487057], [3.762959, -3.052882, -0.451960], [3.892863, -1.728971, -1.091184], [3.989669, -0.903319, -3.512391], [2.246034, -0.627116, -3.748390], [3.080828, -2.797291, -4.774541], [1.770130, -3.007612, -3.619824], [4.725320, -3.516306, -2.969579], [3.581060, -4.719271, -3.493448], [3.511305, -5.057937, -1.190075], [2.121628, -4.017874, -1.460895], [4.760346, -3.336836, -0.120914], [3.120747, -2.979319, 0.424123], [4.735787, -1.670786, -1.642961], [0.673875, -5.865714, 0.437772], [0.140000, -4.646800, -0.136486], [-0.396100, -4.577864, -1.339998], [-0.520037, -5.715965, -2.050769], [-0.910938, -3.130910, -2.077241], [1.187437, -5.601934, 1.359019], [1.392862, -6.330414, -0.240026], [-0.115086, -6.583578, 0.677170], [0.215063, -3.786048, 0.416649], [-0.448187, -6.614753, -1.604438], [-1.013445, -5.663433, -2.925064]], "forces_ev_per_a": [[-0.652, -1.813, 1.175], [-0.029, -0.031, 0.006], [0.003, 0.085, -0.034], [-0.028, -0.008, 0.022], [-0.043, -0.038, -0.024], [0.089, -0.064, 0.041], [0.026, 0.048, -0.027], [-0.084, 0.107, -0.126], [0.364, -0.097, 0.209], [0.113, -0.347, -0.286], [-0.280, 0.066, -0.050], [0.105, -0.048, 0.001], [0.008, 0.031, 0.032], [-0.089, -0.131, -0.027], [0.183, 0.154, 0.093], [0.009, -0.094, -0.163], [0.039, 0.018, 0.041], [-0.003, 0.043, -0.037], [0.056, -0.005, -0.048], [0.016, -0.003, 0.003], [0.032, 0.060, 0.192], [0.045, 0.067, -0.031], [0.164, 0.186, -0.012], [-0.230, -0.111, 0.055], [0.064, -0.080, -0.229], [-0.264, 0.114, 0.080], [0.067, 0.031, -0.020], [0.004, 0.004, -0.001], [0.021, 0.047, -0.046], [0.016, -0.013, 0.003], [-0.290, 0.169, 0.021], [0.006, 0.087, 0.426], [-0.007, 0.015, 0.015], [0.016, 0.008, -0.010], [0.006, -0.013, 0.001], [0.000, 0.012, -0.017], [0.033, 0.009, 0.018], [0.017, -0.033, 0.036], [-0.006, 0.021, 0.007], [0.032, -0.021, 0.005], [0.045, 0.002, 0.025], [0.028, -0.021, -0.002], [0.025, -0.053, 0.003], [-0.127, 0.264, 0.622], [-0.038, 0.012, -0.049], [-0.014, -0.029, 0.004], [-0.003, 0.004, -0.009], [0.000, 0.000, -0.001], [0.003, 0.000, 0.005], [-0.018, -0.003, 0.014], [0.006, -0.002, 0.011], [-0.005, -0.012, 0.001], [-0.016, -0.005, 0.014], [-0.018, -0.003, 0.007], [0.007, -0.004, 0.005], [-0.004, 0.015, -0.002], [-0.043, -0.028, 0.009], [-0.001, 0.004, -0.020], [0.002, -0.006, -0.001], [-0.005, 0.006, -0.001], [0.003, 0.013, 0.020], [-0.009, 0.004, -0.007], [-0.024, -0.016, 0.021], [-0.005, 0.002, -0.005], [0.007, 0.004, 0.004], [-0.011, 0.013, 0.000], [-0.507, -0.007, -0.983], [0.576, -0.264, 0.352], [0.172, -0.117, 0.034], [-0.017, -0.020, 0.010], [-0.035, -0.057, 0.027], [0.036, 0.056, 0.004], [-0.564, 0.044, -0.047], [-0.001, -0.270, 0.055], [0.005, 1.605, -1.390], [1.210, 0.141, 2.809], [-0.741, -1.307, -1.721], [0.164, 0.202, 0.928], [-0.132, -0.799, -0.377], [-0.121, 0.745, -0.196], [-0.051, 0.128, 0.448], [0.449, 1.286, -1.985], [-0.268, 0.107, -0.158], [-0.003, -0.012, 0.011], [-0.011, 0.013, 0.002], [0.000, 0.000, 0.003], [-0.011, 0.039, -0.040], [0.059, 0.013, 0.018], [0.021, -0.010, -0.009], [-0.018, 0.021, -0.033], [0.054, -0.019, 0.048], [0.534, -0.347, -0.080], [-0.244, 0.222, 0.225], [0.040, -0.042, -0.019], [0.003, 0.045, -0.008], [-0.030, 0.023, 0.028], [0.009, 0.032, 0.002], [-0.009, -0.010, -0.070], [0.171, -0.007, 0.059], [-0.003, 0.020, -0.014], [-0.008, -0.009, -0.007], [0.008, -0.009, -0.006], [0.001, -0.012, 0.002], [0.007, -0.012, -0.020], [-0.002, -0.005, -0.001], [-0.008, -0.022, -0.009], [0.046, -0.026, -0.014], [-0.004, 0.005, 0.029], [-0.021, 0.022, -0.005], [-0.007, -0.040, -0.020], [0.007, 0.025, 0.059], [0.034, 0.169, 0.172], [-0.021, 0.156, -0.206], [0.008, -0.068, 0.103], [-0.048, -0.140, 0.003], [-0.018, 0.002, 0.013], [0.009, -0.010, -0.009], [0.001, 0.009, 0.010], [-0.046, -0.087, 0.010], [0.002, -0.014, -0.013], [0.008, 0.023, 0.009]], "mulliken_charge": [-0.439, -1.703, 1.415, -1.349, -2.305, 0.731, -1.195, -1.040, 0.776, 0.917, 0.528, -1.016, -0.656, 0.331, 0.494, -0.475, 1.250, -2.211, -1.421, -1.543, 0.764, -1.329, -0.419, 0.628, 0.810, -0.760, 1.289, -2.270, -1.343, -1.593, 0.189, -0.369, 0.465, 0.344, 0.391, 0.455, 0.386, 0.135, 0.628, 0.466, 0.468, 0.609, 0.692, -0.169, 0.605, 0.548, 0.488, 0.502, 0.441, 0.380, 0.520, 0.096, 0.395, 0.280, 0.476, 0.611, 0.596, 0.478, 0.480, 0.458, 0.279, 0.609, 0.221, 0.395, 0.316, 0.472, 0.580, 0.157, -0.756, -0.776, -0.927, -0.643, 0.697, -0.192, 0.875, 0.186, -1.478, -0.589, -0.965, -1.073, -0.571, 1.728, 0.249, 0.366, 0.400, 0.422, 0.483, 0.670, 0.495, 0.504, 0.340, -0.390, -0.347, -0.498, -0.180, -1.380, 0.565, -0.798, -0.041, 0.542, -0.251, 0.530, -0.031, 0.325, 0.474, 0.613, -0.553, 0.516, -0.053, 0.430, -1.503, 0.644, 0.906, -0.437, -0.499, 0.286, 0.522, 0.445, -0.663, 0.188, 0.255], "multiplicity": 5, "s_squared": 6.04, "charge": 1, "e_above_lowest_kj_mol": 203.91, "lumo_energy_ev": [-2.9, -3.0]}

***

No. 3
{"formula": "C5H5N", "method": "ωB97M-V/def2-TZVPD", "species": ["C", "C", "C", "C", "C", "N", "H", "H", "H", "H", "H"], "positions_angstrom": [[1.753341, -0.248606, -0.294727], [0.668292, 0.578026, 0.336502], [-0.537593, 0.719121, -0.161993], [-1.823336, 0.428425, -0.344646], [-2.119813, -1.472589, 1.170509], [-2.394577, -0.660986, 0.351510], [2.531593, 0.423161, -0.660589], [2.198925, -0.915556, 0.450250], [1.373867, -0.842589, -1.131709], [0.875533, 1.085594, 1.277684], [-2.526233, 0.905999, -0.992790]], "forces_ev_per_a": [[-0.051, 0.135, -0.032], [-0.583, 0.140, -0.296], [-0.973, -0.968, 0.431], [0.801, 0.285, -0.122], [-0.923, 0.279, -0.639], [1.399, -0.579, 1.077], [0.129, -0.141, -0.032], [-0.060, 0.108, -0.100], [0.052, 0.145, 0.179], [0.147, 0.098, -0.168], [0.061, 0.498, -0.299]], "mulliken_charge": [-0.951, -0.031, -0.081, -0.347, -0.118, -0.103, 0.288, 0.309, 0.310, 0.325, 0.398], "e_above_lowest_kj_mol": 321.91, "lumo_energy_ev": 0.6}

***

No. 4
{"formula": "C4H7NO2", "method": "ωB97M-V/def2-TZVPD", "species": ["O", "C", "C", "N", "C", "C", "O", "H", "H", "H", "H", "H", "H", "H"], "positions_angstrom": [[2.324643, -0.560403, 0.809024], [1.060138, -0.031310, 0.619657], [-0.017832, 1.351071, -0.242268], [-1.214306, 0.735207, 0.254828], [-1.183947, -0.600342, -0.347232], [0.199527, -1.080820, 0.004601], [0.650018, -2.182999, -0.266716], [2.276564, -1.495651, 0.496064], [0.826749, 0.619163, 1.435110], [0.029179, 2.369165, 0.184033], [0.070315, 1.326688, -1.328953], [-1.815556, 1.411254, -0.241521], [-1.300690, -0.551474, -1.441763], [-1.904799, -1.309550, 0.065130]], "forces_ev_per_a": [[0.049, 0.658, -0.786], [-0.541, 0.527, -0.200], [2.041, -0.746, 0.230], [-0.094, 0.773, -0.979], [-0.225, -0.057, -0.062], [-0.277, -0.177, 0.278], [-0.257, 0.657, 0.145], [-0.052, 0.642, -0.160], [-0.562, -0.756, 1.059], [0.770, -0.574, -0.203], [0.214, 0.079, -0.121], [-1.028, -1.056, 0.719], [0.082, -0.230, 0.111], [-0.120, 0.258, -0.032]], "mulliken_charge": [-0.580, -0.210, -0.788, -0.434, -0.345, 0.724, -0.647, 0.427, 0.275, 0.366, 0.336, 0.305, 0.250, 0.323], "e_above_lowest_kj_mol": 341.84, "lumo_energy_ev": 0.7}